C23H41BrLaP2 as an isolated structure. Source: the OMol25 dataset; level of theory: ωB97M-V/def2-TZVPD.

Properties
LUMO energy, Eh: -0.134
Total charge: +1
HOMO level, Eh: -0.378
Frontier orbital gap, Ha: 0.244

Geometry as XYZ:
```
68
Properties=species:S:1:pos:R:3:forces:R:3:lowdin_charge:R:1
La -1.86135 1.06338 1.04009 1.622 0.193 -0.939 1.548
C 0.68725 0.26142 -0.38389 0.049 1.293 0.135 -0.257
C 0.14780 1.47046 -0.98141 0.571 -0.571 1.301 -0.293
C 0.62847 1.88411 1.25788 -0.318 -0.154 -1.459 -0.392
C 0.90935 0.50960 1.00919 0.038 0.931 -0.477 -0.323
C 0.17733 2.48181 0.02848 -0.043 -1.390 0.501 -0.366
C 1.31945 -0.88531 -1.11293 -0.256 -0.739 -0.014 -0.028
H 0.78148 -1.83771 -0.99285 0.101 0.249 -0.045 0.077
H 2.33662 -1.08881 -0.75078 -0.212 0.310 -0.005 0.096
H 1.39547 -0.69971 -2.18642 -0.060 0.058 0.052 0.087
C 1.67852 -0.32468 1.98504 0.306 -0.449 0.061 -0.028
H 2.11812 -1.22321 1.51122 -0.371 0.388 0.270 0.085
H 1.06691 -0.63663 2.84461 0.284 0.004 -0.178 0.085
H 2.52173 0.27882 2.35898 -0.274 -0.289 0.038 0.097
C 0.52567 2.49296 2.59645 0.063 0.287 0.962 -0.086
H 1.39608 2.30019 3.22796 -0.038 -0.167 -0.029 0.099
H -0.34797 2.06714 3.12172 0.580 0.441 0.241 -0.055
H 0.41002 3.57314 2.58900 -0.038 0.096 -0.125 0.080
C -0.35402 3.85870 -0.09853 0.195 -0.082 0.562 -0.037
H -0.16566 4.37077 0.83995 -0.307 0.278 0.042 0.075
H -1.42681 3.84403 -0.31311 -0.285 0.393 -0.147 0.077
H 0.15879 4.43627 -0.85217 -0.063 0.123 -0.506 0.096
C -0.35580 1.69691 -2.37131 0.273 0.251 -0.276 -0.030
H 0.03725 2.62962 -2.78764 0.013 -0.041 0.087 0.096
H -1.44994 1.79566 -2.40561 0.161 -0.058 -0.064 0.066
H -0.05708 0.90723 -3.06448 -0.138 -0.013 0.091 0.081
C -1.10171 -3.52528 -1.92414 0.723 -0.257 -0.170 -0.115
C -0.35625 -3.25660 -2.99937 0.267 -0.290 0.480 -0.123
C -0.74238 -2.17743 -3.93476 0.049 0.870 -0.041 -0.181
C -2.19220 -2.39727 -4.43502 0.569 -1.104 -0.229 -0.163
C -3.10041 -1.37703 -3.88983 0.297 2.439 1.087 -0.132
C -2.78122 -0.56645 -2.81911 -0.021 -0.060 -0.707 -0.179
C -1.95139 -0.99788 -1.60286 0.625 -1.569 -0.084 -0.228
C -2.09931 -2.56817 -1.36621 -1.244 0.549 0.459 -0.199
H -0.04192 -2.04801 -4.76724 -0.140 -0.303 0.137 0.124
H -2.49081 -3.44536 -4.27968 -0.007 0.201 0.133 0.129
H -0.73274 -1.21905 -3.38364 0.252 -0.479 -0.837 0.070
H -3.12371 -2.77286 -1.73066 0.559 -0.177 0.074 0.025
H -1.02792 -4.52167 -1.46947 0.318 0.665 0.352 0.115
H 0.55604 -3.79221 -3.22247 -0.303 -0.693 -0.147 0.109
H -2.24173 -2.71844 -0.27530 0.474 -0.164 -0.457 0.114
H -0.89390 -0.71989 -1.70598 -0.653 -0.186 0.155 0.039
H -2.90750 0.52279 -2.91961 -1.270 -0.558 0.361 0.083
H -2.21531 -0.57670 -0.56021 -0.595 -0.412 -1.870 -0.001
H -2.21405 -2.29500 -5.52393 -0.110 0.193 0.042 0.122
H -3.95910 -1.11889 -4.52429 0.744 0.513 0.059 0.097
P -5.24590 -1.79222 -1.65887 -0.727 -1.355 -0.565 0.870
C -6.28353 -3.24152 -1.12510 -0.198 -0.344 0.454 -0.270
C -6.31097 -1.43167 -3.14853 0.107 0.520 -0.087 -0.257
P -4.77272 1.08772 -0.06533 -3.877 -0.973 -1.337 0.756
C -5.66901 -0.61417 -0.34692 -0.085 0.747 1.332 -0.553
C -5.54723 1.98905 -1.50918 0.806 0.303 -0.421 -0.293
C -6.01127 1.61763 1.22341 0.335 0.198 0.572 -0.298
H -6.51019 -3.18014 -0.04973 0.080 -0.167 -0.272 0.037
H -5.76970 -4.20192 -1.31331 -0.121 0.487 0.108 0.042
H -7.23470 -3.26399 -1.67942 0.316 -0.036 0.385 0.028
H -7.29285 -1.92682 -3.12644 0.295 0.385 0.227 0.036
H -5.80815 -1.80662 -4.05017 -0.062 0.108 0.292 0.025
H -6.44129 -0.35094 -3.26950 -0.043 -0.119 -0.159 0.030
H -7.05253 1.27319 1.03925 0.839 0.177 -0.200 0.061
H -6.01340 2.71646 1.30957 0.036 -0.362 0.024 0.049
H -5.68329 1.20160 2.18828 -0.197 0.197 -0.147 0.030
H -5.39415 -1.13329 0.60185 -0.316 -0.002 -0.565 0.048
H -6.77066 -0.45363 -0.31050 0.682 0.344 0.128 0.062
H -5.37769 3.06005 -1.35151 -0.119 -0.077 -0.104 0.036
H -6.62710 1.82699 -1.69220 0.557 -0.183 0.597 0.063
H -5.02163 1.71934 -2.43990 -0.120 0.066 0.310 0.023
Br -2.35134 0.76954 3.71057 -0.578 -0.435 0.550 -0.084
```
Forces are in eV/Å.

***

C27H54Br18N3O16P as an isolated structure. Source: the OMol25 dataset; level of theory: ωB97M-V/def2-TZVPD.

Properties
LUMO energy, Eh: -0.012
Total charge: 0
HOMO level, Eh: -0.325
Frontier orbital gap, Ha: 0.313

Geometry as XYZ:
```
119
Properties=species:S:1:pos:R:3:forces:R:3:lowdin_charge:R:1
C 24.28286 3.74320 23.55589 -0.402 -1.261 0.085 -1.396
Br 25.69067 3.30123 24.85097 -0.630 0.531 -0.114 0.684
Br 22.55455 4.27328 24.29963 0.810 0.240 -0.128 0.554
Br 24.03666 2.16852 22.36948 -3.163 0.518 4.620 0.850
H 24.66726 4.55409 22.95549 -0.074 0.139 -0.007 -0.019
C 25.77529 -4.34687 30.82991 -0.235 0.118 0.713 -1.597
Br 23.88877 -3.97317 30.60534 0.106 -0.232 0.188 0.651
Br 26.11904 -6.19700 31.20224 -0.252 0.042 0.122 0.566
Br 26.52086 -3.22913 32.29183 -0.395 -0.296 -0.810 0.511
H 26.22224 -4.12593 29.86848 0.327 0.221 0.235 -0.099
C 30.39832 0.59714 31.28357 0.118 -0.114 -0.289 -1.519
Br 30.58210 1.84685 29.77903 -0.066 -0.327 0.575 0.630
Br 31.45258 -1.01984 30.97440 -0.490 0.458 0.028 0.564
Br 28.54466 0.24229 31.74642 0.527 0.087 -0.202 0.644
H 30.83419 1.08292 32.14412 0.014 0.048 -0.054 -0.036
C 21.53491 1.22040 26.94223 1.263 0.306 -0.149 -1.469
Br 21.48448 -0.32684 28.08469 -0.559 -0.079 -0.562 0.697
Br 22.73670 0.92591 25.40144 -0.682 -0.185 0.576 0.554
Br 22.18733 2.75542 27.98214 -0.300 -0.400 -0.364 0.576
H 20.56761 1.46600 26.52872 -0.093 -0.122 0.191 -0.018
C 28.02491 -3.15401 22.43830 3.625 -0.843 -1.524 -1.499
Br 28.68679 -1.38294 21.79616 -0.313 -0.870 -0.051 0.665
Br 29.20007 -3.67321 23.88608 -0.317 -0.284 -0.175 0.649
Br 28.04503 -4.44334 20.98594 -0.086 0.231 0.314 0.605
H 27.03013 -2.98743 22.82923 2.413 -3.929 -1.346 -0.132
C 28.82043 -4.47369 28.23928 -0.096 -0.975 0.642 -1.502
Br 29.10261 -4.36774 30.18248 0.306 -0.037 -0.742 0.556
Br 27.49499 -5.86669 27.83236 0.622 0.218 0.153 0.602
Br 30.48470 -4.76772 27.27570 -0.685 0.313 0.369 0.660
H 28.30500 -3.56326 27.95792 0.504 -0.189 -0.262 -0.095
O 27.17218 -3.21087 26.53845 -1.167 0.864 -0.203 -0.380
P 26.91372 -1.75173 26.44017 -0.165 1.889 -1.205 0.586
N 26.71679 -1.25650 24.83986 -0.003 -0.479 0.141 -0.244
C 26.83355 0.10638 24.38091 1.031 0.632 0.144 -0.165
C 26.03686 -2.10605 23.90209 -1.117 0.081 0.714 -0.147
N 28.10280 -0.73991 26.98932 1.175 0.241 0.384 -0.253
C 29.33677 -0.47314 26.23704 -0.460 -0.584 -0.909 -0.089
C 28.39100 -0.83549 28.44132 -1.305 0.063 -0.776 -0.112
N 25.54584 -1.13755 27.24281 0.856 -2.264 0.731 -0.247
C 25.42890 0.26271 27.55696 -0.334 0.458 -0.325 -0.139
C 25.12812 -2.03260 28.32242 -0.795 0.266 0.053 -0.191
H 27.62692 0.17313 23.62606 -0.024 0.092 0.204 0.020
H 27.12262 0.72944 25.22712 -0.020 0.134 -0.186 0.035
H 25.96451 0.55304 23.89430 -0.504 -0.439 0.331 0.027
H 26.62915 -2.23383 22.98596 -3.430 4.845 1.505 -0.046
H 25.04044 -1.74667 23.62991 -0.178 0.101 0.155 0.102
H 25.97460 -3.13368 24.27051 -0.268 0.081 0.379 0.107
H 29.37900 0.56196 25.90105 0.181 0.100 0.378 0.075
H 30.22308 -0.78655 26.78937 -0.567 0.756 0.302 0.051
H 29.37187 -1.08349 25.32800 -0.162 0.031 0.007 0.047
H 28.95826 -1.74366 28.65091 0.206 0.188 0.344 0.055
H 28.87580 0.06952 28.78788 0.256 -0.071 -0.156 -0.002
H 27.42358 -0.85932 28.94507 0.233 -0.256 0.294 0.049
H 24.38924 0.47645 27.82126 0.036 -0.080 -0.074 0.024
H 26.04536 0.61825 28.39153 0.167 -0.223 -0.145 0.074
H 25.65058 0.83139 26.65528 0.037 0.216 0.284 0.034
H 24.06961 -1.85603 28.53151 0.034 -0.145 -0.108 0.029
H 25.65000 -1.87479 29.27806 0.209 0.061 -0.124 0.048
H 25.25455 -3.07132 28.02844 -0.052 -0.017 -0.088 0.062
C 29.41324 3.52039 25.22979 0.998 -0.157 -1.337 -0.052
O 28.81444 2.82242 26.29494 -0.110 -1.190 -0.210 -0.047
C 28.30598 3.46703 27.31889 -0.451 1.659 0.959 -0.672
O 28.55859 4.60983 27.60913 0.094 -0.073 0.024 0.123
O 27.43809 2.69573 27.96995 0.574 -1.122 -0.752 -0.051
C 26.85560 3.18774 29.15690 -0.092 1.881 0.481 -0.037
H 30.30505 2.97910 24.89726 -0.118 -0.321 0.386 0.096
H 29.78859 4.52404 25.41112 -0.657 0.142 0.525 0.101
H 28.74009 3.46022 24.37232 -0.161 0.435 0.153 0.068
H 27.53049 3.18522 30.01706 0.020 -0.717 -0.126 0.088
H 25.92076 2.66449 29.32608 0.170 -0.216 0.102 0.081
H 26.65971 4.26161 29.03478 -0.289 -0.238 -0.150 0.103
C 20.01513 -4.95541 28.83823 0.543 -0.040 -0.368 -0.017
O 21.15561 -4.28729 28.26368 -0.588 0.478 0.489 -0.050
C 21.10898 -4.00769 26.96018 0.088 -1.167 -0.177 -0.648
O 20.19018 -4.19286 26.20924 -0.199 0.367 0.014 0.134
O 22.33287 -3.63730 26.65190 0.765 0.543 0.163 -0.022
C 22.69990 -3.26447 25.34059 0.123 0.640 -0.504 -0.041
H 20.01577 -4.68307 29.89044 -0.001 -0.163 -0.017 0.091
H 20.22219 -6.01547 28.68220 -0.460 -0.038 0.291 0.102
H 19.08170 -4.65885 28.36639 0.076 0.011 -0.097 0.093
H 21.96685 -2.63974 24.82908 -0.347 -0.264 0.170 0.096
H 22.95949 -4.12324 24.72435 -0.150 -0.159 0.094 0.102
H 23.57454 -2.63375 25.46696 0.226 -0.075 0.063 0.063
C 32.08760 -1.83013 25.95566 0.081 -0.113 -0.755 -0.073
O 32.83035 -3.04079 25.97631 -0.284 -0.703 0.824 -0.050
C 34.01300 -3.08814 25.39278 -0.037 0.936 -0.701 -0.630
O 34.49967 -2.18527 24.76490 0.362 0.166 -0.002 0.134
O 34.53420 -4.28569 25.57293 -0.293 -0.950 0.661 0.019
C 35.86967 -4.48505 25.18374 1.406 0.183 -0.391 -0.055
H 31.79248 -1.62041 24.92506 -0.032 0.120 0.038 0.101
H 32.64477 -0.97810 26.33932 0.157 -0.096 0.143 0.112
H 31.19253 -2.02023 26.53814 0.563 -0.388 -0.018 0.021
H 36.18483 -5.51543 25.33492 -0.724 -0.186 0.028 0.093
H 36.57469 -3.91326 25.79251 -0.300 0.350 -0.008 0.100
H 36.03843 -4.22856 24.13847 -0.156 0.092 0.006 0.098
C 23.72741 0.06858 30.63618 0.880 0.268 0.312 -0.060
O 24.30307 1.27080 31.19769 0.228 -0.254 -0.065 -0.010
C 25.03149 1.18843 32.31220 -0.431 0.532 -0.007 -0.637
O 25.84159 2.02399 32.59387 0.251 -0.029 0.269 0.106
O 24.67374 0.15089 33.07084 -0.430 -0.176 -0.336 -0.030
C 25.23670 0.04159 34.35230 1.061 -0.079 1.222 -0.060
H 23.23004 0.44806 29.74790 -0.150 -0.406 0.400 -0.023
H 23.12371 -0.46305 31.36832 -0.439 0.236 -0.207 0.099
H 24.54661 -0.60473 30.36568 -0.200 0.167 -0.053 0.063
H 26.33086 0.05532 34.33648 -0.062 -0.203 -0.339 0.085
H 24.89283 -0.89513 34.78432 -0.025 -0.054 -0.240 0.095
H 24.99237 0.83690 35.06203 -0.490 0.226 -0.497 0.102
C 26.07945 2.71004 20.88861 0.592 2.223 -1.603 -0.188
O 26.35194 1.38506 20.49263 0.521 -0.563 -0.651 0.019
C 25.39238 0.48246 20.39607 0.370 -0.399 0.354 -0.629
O 24.22257 0.65637 20.62976 -0.507 -0.847 -1.173 -0.082
O 25.93448 -0.68905 20.08996 0.716 0.525 -0.306 -0.018
C 25.11531 -1.82256 20.16323 -1.228 -1.219 0.607 -0.055
H 26.41552 3.46618 20.17329 0.975 -0.644 -0.461 0.103
H 26.60397 2.87240 21.82705 -0.272 0.128 0.117 0.076
H 25.01456 2.95563 20.93912 1.564 -0.026 -0.896 -0.038
H 25.69798 -2.73693 20.07124 0.508 0.384 -0.402 0.061
H 24.31225 -1.84294 19.42556 0.156 0.268 -0.109 0.106
H 24.64373 -1.93122 21.14612 -0.053 0.451 -0.016 0.093
```
Forces are in eV/Å.